Record 1
This record from the OMol25 dataset describes a single C18H20O3S molecule at a distorted geometry. The level of theory is the ωB97M-V functional and the def2-TZVPD basis.

Last column: Mulliken charge in e.
Positions of all 42 atoms, in Å:
C: -5.049 -2.583 -0.560  -1.06
C: -3.894 -2.016 -1.589  -0.37
O: -2.822 -1.838 -1.072  -0.35
C: -2.854 -0.617 -0.121  0.47
C: -3.888 0.286 0.110  -0.60
C: -3.642 1.580 0.608  0.17
C: -4.663 2.735 0.865  -0.11
O: -5.752 2.449 0.112  -0.53
C: -2.475 1.775 1.310  -0.98
C: -1.370 0.767 1.290  -0.48
C: -1.636 -0.125 0.540  0.59
O: -0.756 -1.200 0.249  -0.46
C: 0.636 -1.333 0.847  0.10
C: 1.473 -2.260 0.574  -0.80
S: 3.184 -2.378 1.230  -0.09
C: 3.743 -0.806 0.473  0.14
C: 3.455 -0.196 -0.912  -0.20
C: 3.876 0.888 -1.275  -0.48
C: 4.856 1.541 -0.822  1.00
C: 5.568 2.817 -1.329  -1.84
C: 5.219 1.167 0.657  -0.57
C: 4.776 0.053 1.119  -0.26
H: -6.084 -2.769 -1.122  0.26
H: -5.332 -1.923 0.252  0.32
H: -4.832 -3.370 0.120  0.41
H: -3.580 -2.677 -2.335  0.46
H: -4.389 -1.178 -2.163  0.32
H: -4.762 0.356 -0.548  0.51
H: -4.465 3.425 1.734  0.28
H: -2.312 2.562 2.019  0.29
H: -0.507 0.848 1.808  0.69
H: 0.492 -1.155 1.928  0.37
H: 1.125 -0.179 0.649  0.15
H: 1.457 -2.465 -0.675  0.19
H: 0.984 -3.298 1.093  0.27
H: 2.603 -0.723 -1.452  0.17
H: 3.592 1.146 -2.285  0.24
H: 5.005 3.486 -0.895  0.51
H: 6.584 3.028 -1.131  0.42
H: 5.265 2.784 -2.286  0.45
H: 6.115 1.770 0.789  0.29
H: 5.057 -0.374 2.195  0.15

As for the multiplicity: 1. Its energy is -1321.2661 Eh. The value obtained for the HOMO-LUMO gap is 0.2924 hartree. Its SMILES is CCOc1cc(C=O)ccc1OCCSc1ccc(C)cc1. For the HOMO energy, the calculation gives -8.1 eV. As for the energy above the lowest of the compared OMol25 structures with the same formula, charge and spin: 1395.7 kJ/mol. Its total charge is 0. The value obtained for the strongest force on any atom is 17.80 eV/A.



Record 2
This record from the OMol25 dataset describes C18H21AsAuN3O4S2 as an isolated structure at a distorted geometry. The level of theory is the ωB97M-V functional and the def2-TZVPD basis.

Last column: Mulliken charge in e.
Positions of all 50 atoms, in Å:
Au: 0.040 -0.208 0.441  0.83
N: -1.501 -2.124 4.083  -0.43
C: -1.108 -1.688 2.869  0.77
S: -0.012 -0.347 2.876  -0.59
N: -1.597 -2.268 1.821  -0.95
N: -1.157 -1.980 0.603  0.29
C: -1.934 -2.307 -0.389  -0.31
C: -1.728 -2.078 -1.769  0.79
C: -2.708 -2.593 -2.644  -0.74
C: -2.639 -2.450 -4.002  -0.57
C: -1.538 -1.784 -4.565  -0.39
C: -0.570 -1.255 -3.763  -0.52
C: -0.617 -1.348 -2.336  0.56
O: 0.306 -0.796 -1.664  -0.70
H: -1.303 -1.531 4.870  0.20
H: -2.268 -2.772 4.139  0.25
H: -2.864 -2.810 -0.120  0.33
H: -3.541 -3.124 -2.208  0.35
H: -3.426 -2.835 -4.635  0.42
H: -1.460 -1.693 -5.639  0.39
H: 0.283 -0.734 -4.172  0.46
C: -4.513 2.163 0.900  -1.09
As: -2.598 2.109 0.541  0.52
C: -2.222 2.847 -1.213  -0.94
C: -1.706 3.214 1.867  -0.90
O: -2.244 0.523 0.607  -0.39
H: -4.928 3.166 0.842  0.38
H: -4.660 1.747 1.900  0.33
H: -4.996 1.504 0.175  0.32
H: -2.655 3.838 -1.324  0.40
H: -2.624 2.168 -1.967  0.31
H: -1.137 2.900 -1.321  0.26
H: -2.130 4.217 1.844  0.40
H: -0.642 3.256 1.627  0.25
H: -1.834 2.773 2.857  0.30
O: 7.266 -1.044 1.722  -0.47
C: 6.670 -0.881 0.523  0.65
O: 7.217 -1.247 -0.482  -0.56
C: 5.342 -0.214 0.525  0.75
C: 4.524 -0.107 1.651  -0.80
C: 3.305 0.532 1.572  -0.61
C: 2.877 1.067 0.359  0.42
S: 1.309 1.836 0.225  -0.56
C: 3.691 0.979 -0.767  -0.62
C: 4.903 0.332 -0.681  -0.58
H: 6.767 -0.629 2.438  0.31
H: 4.804 -0.556 2.595  0.23
H: 2.662 0.609 2.436  0.42
H: 3.344 1.381 -1.706  0.44
H: 5.547 0.243 -1.543  0.42

As for the multiplicity: 3. Its energy is -4331.5092 Eh. The value obtained for the HOMO-LUMO gap (alpha / beta) is 0.2383 / 0.1777 hartree. For the HOMO energy (alpha / beta), the calculation gives -6.7 / -7.6 eV. As for the energy above the lowest of the compared OMol25 structures with the same formula, charge and spin: 0.0 kJ/mol. Its total charge is 0. The value obtained for the strongest force on any atom is 2.74 eV/A. The expectation value of S² is 2.07.



Record 3
This record from the OMol25 dataset describes C18H21AsN4O9SSr as an isolated structure at a distorted geometry. The level of theory is the ωB97M-V functional and the def2-TZVPD basis.

Last column: Mulliken charge in e.
Positions of all 55 atoms, in Å:
Sr: 10.374 8.716 10.409  1.48
N: 12.455 10.481 10.637  -0.51
C: 13.771 9.991 11.083  -1.18
C: 13.698 8.517 11.718  0.97
O: 14.061 7.526 10.887  -0.45
N: 13.454 8.170 12.937  -0.59
C: 12.987 9.129 13.841  -0.52
C: 11.412 9.510 13.897  0.29
O: 11.083 10.073 14.904  -0.73
O: 10.769 9.258 12.853  -0.31
H: 12.517 11.326 10.035  0.12
H: 12.004 10.830 11.440  0.32
H: 14.090 10.696 11.884  0.52
H: 14.508 9.937 10.273  0.56
H: 13.414 10.166 13.702  0.16
H: 13.280 8.883 14.874  0.35
O: 5.573 11.466 6.797  -0.72
C: 6.356 10.647 7.343  0.22
C: 7.777 10.480 6.846  0.15
O: 8.263 11.063 5.913  -0.67
C: 8.474 9.784 7.892  0.40
C: 7.511 9.418 8.934  0.47
O: 7.817 8.841 10.009  -0.57
C: 6.169 9.788 8.498  0.35
O: 5.145 9.378 9.058  -0.74
O: 9.765 9.668 7.996  -0.75
C: 6.565 6.623 14.260  -1.18
As: 7.365 7.691 12.920  0.93
C: 7.926 9.214 13.842  -1.00
C: 5.716 7.917 11.761  -0.97
S: 8.950 6.628 11.984  -0.53
H: 5.854 7.158 14.891  0.38
H: 7.368 6.108 14.763  0.38
H: 6.035 5.788 13.723  0.33
H: 7.092 9.737 14.293  0.49
H: 8.480 9.858 13.178  0.23
H: 8.743 8.854 14.515  0.31
H: 5.133 8.758 12.182  0.30
H: 5.140 6.979 11.903  0.36
H: 5.905 8.130 10.728  0.18
N: 15.522 7.390 6.415  -0.50
C: 14.928 7.920 7.537  0.64
O: 14.970 9.138 7.675  -0.70
C: 14.263 6.974 8.428  -0.72
C: 14.078 5.534 8.289  -0.67
C: 13.051 4.961 8.991  -1.42
C: 12.011 5.834 9.412  -0.62
N: 12.101 7.116 9.568  -0.24
C: 13.437 7.625 9.498  1.05
H: 15.652 8.078 5.717  0.26
H: 15.290 6.474 6.074  0.18
H: 14.711 5.004 7.620  0.42
H: 12.847 3.928 8.992  0.42
H: 11.130 5.405 9.681  0.57
H: 13.346 8.697 9.210  0.49

As for the multiplicity: 1. Its energy is -4259.5390 Eh. The value obtained for the HOMO-LUMO gap is 0.2219 hartree. For the HOMO energy, the calculation gives -1.6 eV. As for the energy above the lowest of the compared OMol25 structures with the same formula, charge and spin: 219.1 kJ/mol. Its total charge is -2. The value obtained for the strongest force on any atom is 3.85 eV/A.



Record 4
This record from the OMol25 dataset describes a single C18H21BrN2O6 molecule at a distorted geometry. The level of theory is the ωB97M-V functional and the def2-TZVPD basis.

Last column: Mulliken charge in e.
Positions of all 48 atoms, in Å:
O: 1.884 4.774 4.941  -0.70
C: 2.518 3.972 4.283  1.17
C: 3.985 3.811 4.733  -0.46
C: 4.769 2.877 4.177  -0.60
C: 4.218 1.916 3.196  0.44
O: 4.964 1.219 2.615  -0.51
C: 2.877 2.100 2.577  -0.27
C: 2.381 1.427 1.487  0.35
O: 3.163 0.693 0.584  -0.68
C: 0.971 1.549 1.129  0.32
N: 0.587 0.809 -0.031  0.26
C: 0.193 -0.628 0.279  -0.79
C: -0.310 -1.348 -0.992  -0.66
N: -1.273 -0.637 -1.925  0.23
C: -1.282 -1.080 -3.333  -0.81
C: -1.497 -2.575 -3.484  -0.55
O: -2.656 -3.114 -2.757  -0.28
C: -3.268 -4.289 -3.316  -0.52
C: -4.135 -4.986 -2.278  -0.41
O: -3.516 -5.395 -1.084  -0.52
C: -1.394 0.813 -1.538  -0.98
C: -0.107 1.481 -1.188  -0.54
C: 0.083 2.293 1.904  -0.52
Br: -1.923 2.281 1.802  -0.11
C: 0.680 3.002 2.904  0.67
O: -0.076 4.005 3.411  -0.55
C: 2.071 3.034 3.248  -0.60
H: 4.330 4.579 5.472  0.37
H: 5.840 2.768 4.462  0.39
H: 2.494 0.532 -0.108  0.49
H: 0.923 -1.217 0.802  0.40
H: -0.625 -0.493 1.008  0.37
H: -0.717 -2.399 -0.830  0.23
H: 0.657 -1.535 -1.477  0.40
H: -0.320 -0.818 -3.816  0.30
H: -2.047 -0.530 -3.864  0.45
H: -1.684 -2.715 -4.534  0.54
H: -0.492 -3.092 -3.202  0.27
H: -2.464 -4.893 -3.739  0.39
H: -3.953 -3.936 -4.178  0.25
H: -4.445 -5.948 -2.709  0.32
H: -4.969 -4.333 -2.058  0.28
H: -2.792 -4.719 -0.867  0.33
H: -1.981 1.429 -2.189  0.56
H: -2.080 0.770 -0.662  0.24
H: -0.394 2.556 -0.954  0.39
H: 0.542 1.508 -2.074  0.29
H: 0.272 4.480 4.174  0.39

As for the multiplicity: 1. Its energy is -3833.3244 Eh. The value obtained for the HOMO-LUMO gap is 0.2619 hartree. Its SMILES is O=C1C=CC(=O)c2c(O)c(N3CCN(CCOCCO)CC3)c(Br)c(O)c21. For the HOMO energy, the calculation gives -8.4 eV. As for the energy above the lowest of the compared OMol25 structures with the same formula, charge and spin: 0.0 kJ/mol. Its total charge is 0. The value obtained for the strongest force on any atom is 4.86 eV/A.



Record 5
This record from the OMol25 dataset describes C18H21BrN2O9P2Re as an isolated structure at a distorted geometry. The level of theory is the ωB97M-V functional and the def2-TZVPD basis.

Last column: Mulliken charge in e.
Positions of all 54 atoms, in Å:
Re: 0.492 -1.246 0.419  0.77
O: 0.815 3.705 -2.090  -0.64
C: 1.197 2.756 -3.005  0.38
C: 1.466 3.202 -4.283  -0.66
C: 1.857 2.306 -5.262  -0.41
C: 1.973 0.951 -4.981  -0.97
C: 1.704 0.504 -3.706  -0.42
C: 1.320 1.403 -2.705  0.42
C: 1.109 0.930 -1.299  0.14
O: 1.319 -0.474 -1.168  -0.12
N: -0.242 1.261 -0.844  -0.42
N: -0.512 0.429 0.280  0.25
C: -1.480 0.806 1.108  0.06
C: -1.913 0.072 2.198  0.24
Br: -1.058 -1.617 2.465  -0.03
C: -2.960 0.386 3.041  -0.82
C: -3.585 1.649 3.199  0.81
C: -4.930 1.660 3.627  -0.48
C: -5.599 2.855 3.754  -0.66
C: -4.925 4.051 3.520  -0.35
C: -3.578 4.063 3.156  -0.69
C: -2.908 2.874 2.991  -0.37
H: 0.574 3.299 -1.250  0.33
H: 1.365 4.260 -4.489  0.46
H: 2.072 2.671 -6.258  0.40
H: 2.273 0.253 -5.750  0.44
H: 1.774 -0.552 -3.473  0.49
H: 1.799 1.442 -0.616  0.15
H: -0.915 1.062 -1.583  0.30
H: -1.989 1.733 0.863  0.80
H: -3.362 -0.428 3.642  0.40
H: -5.441 0.723 3.815  0.38
H: -6.639 2.865 4.051  0.42
H: -5.449 4.990 3.652  0.41
H: -3.058 5.004 3.034  0.42
H: -1.843 2.879 2.795  0.64
C: 1.720 -4.481 1.514  -1.30
C: 2.196 -3.826 0.221  0.69
O: 3.188 -4.651 -0.344  -0.55
P: 3.134 -2.242 0.563  0.93
O: 3.758 -1.720 -0.745  -0.46
O: 4.282 -2.683 1.501  -0.44
O: 2.248 -1.161 1.304  -0.72
P: 0.903 -3.595 -1.113  0.73
O: 0.377 -5.056 -1.247  -0.49
O: 1.609 -3.008 -2.258  -0.58
O: -0.317 -2.738 -0.483  -0.57
H: 2.569 -4.676 2.167  0.45
H: 1.249 -5.432 1.269  0.46
H: 1.002 -3.857 2.049  0.06
H: 3.315 -4.456 -1.285  0.47
H: 3.137 -1.704 -1.511  0.40
H: 5.092 -2.158 1.551  0.40
H: -0.186 -5.282 -1.997  0.42

As for the multiplicity: 2. Its energy is -4819.7486 Eh. The value obtained for the HOMO-LUMO gap (alpha / beta) is 0.1627 / 0.1669 hartree. For the HOMO energy (alpha / beta), the calculation gives -13.0 / -13.0 eV. As for the energy above the lowest of the compared OMol25 structures with the same formula, charge and spin: 152.1 kJ/mol. Its total charge is +2. The value obtained for the strongest force on any atom is 1.89 eV/A. The expectation value of S² is 0.76.